{
  "formula": "C47H106F27N7O5P4S",
  "method": "ωB97M-V/def2-TZVPD",
  "charge": 2,
  "orbital_gap_ev": 5.4,
  "e_homo_ev": -11.1,
  "lumo_energy_ha": -0.210,
  "fmax_ev_per_a": 4.272,
  "symbols": ["C", "C", "O", "N", "H", "H", "C", "H", "H", "H", "H", "H", "H", "C", "C", "O", "N", "H", "H", "C", "H", "H", "H", "H", "H", "H", "C", "C", "C", "N", "C", "C", "C", "C", "C", "H", "H", "H", "H", "H", "H", "H", "H", "H", "H", "H", "H", "H", "H", "H", "H", "H", "H", "C", "C", "C", "N", "C", "C", "C", "C", "C", "H", "H", "H", "H", "H", "H", "H", "H", "H", "H", "H", "H", "H", "H", "H", "H", "H", "H", "C", "C", "C", "N", "C", "C", "C", "C", "C", "H", "H", "H", "H", "H", "H", "H", "H", "H", "H", "H", "H", "H", "H", "H", "H", "H", "H", "C", "C", "C", "N", "C", "C", "C", "C", "C", "H", "H", "H", "H", "H", "H", "H", "H", "H", "H", "H", "H", "H", "H", "H", "H", "H", "H", "C", "C", "C", "N", "C", "C", "C", "C", "C", "H", "H", "H", "H", "H", "H", "H", "H", "H", "H", "H", "H", "H", "H", "H", "H", "H", "H", "C", "F", "F", "F", "S", "O", "O", "O", "P", "F", "F", "F", "F", "F", "F", "P", "F", "F", "F", "F", "F", "F", "P", "F", "F", "F", "F", "F", "F", "P", "F", "F", "F", "F", "F", "F"],
  "coordinates": [[-2.29296, 8.48146, -2.39603], [-2.13357, 9.87721, -1.78050], [-2.32757, 10.12956, -0.63405], [-1.69716, 10.98590, -2.79281], [-0.81759, 10.80471, -3.25500], [-2.29584, 10.88929, -3.60049], [-1.62920, 12.39415, -2.12745], [-2.53985, 7.73315, -1.64292], [-1.28668, 8.20846, -2.71383], [-2.93785, 8.38970, -3.26999], [-1.14965, 13.01740, -2.88224], [-1.01916, 12.33606, -1.22601], [-2.61353, 12.68780, -1.76281], [1.69156, 4.93313, 2.06686], [2.45724, 5.96498, 1.25326], [2.02499, 7.04668, 0.88748], [3.89311, 5.59265, 1.00332], [4.33305, 5.81048, 1.88599], [3.95259, 4.59784, 0.83929], [4.40984, 6.14836, -0.30175], [1.70605, 3.96973, 1.55721], [0.66388, 5.26416, 1.91721], [2.04380, 4.97357, 3.09759], [3.71143, 5.70495, -1.01148], [5.40188, 5.74229, -0.49941], [4.36050, 7.23682, -0.27184], [4.88587, -11.19147, 0.76098], [5.25028, -10.09643, -0.21859], [4.30617, -8.92256, -0.13209], [4.48506, -8.12660, -1.48464], [5.93308, -7.61999, -1.66248], [3.62962, -6.82367, -1.33731], [3.17592, -6.47963, -2.77402], [2.89140, -7.87875, -3.35248], [3.87783, -8.77382, -2.70189], [5.49789, -12.07497, 0.57942], [3.82487, -11.42195, 0.66478], [5.02972, -10.79287, 1.76522], [5.17904, -10.53414, -1.21431], [6.28822, -9.87400, 0.02903], [4.66463, -8.20007, 0.60113], [3.27478, -9.27187, -0.08391], [6.10187, -7.11268, -0.71261], [5.77932, -6.92145, -2.48497], [6.56656, -8.47427, -1.90124], [4.13800, -6.01646, -0.81000], [2.72779, -7.00505, -0.75258], [3.96680, -5.91200, -3.26430], [2.22157, -5.95684, -2.83726], [2.87123, -7.98175, -4.43742], [1.92496, -8.30501, -3.08341], [4.76444, -8.88847, -3.32548], [3.60814, -9.81946, -2.55349], [0.67911, -2.67623, -11.87729], [0.89715, -1.31379, -11.05348], [-0.33731, -0.92597, -10.14556], [0.20470, -0.28862, -8.74684], [-1.04637, 0.16360, -7.96443], [1.10001, 0.93450, -8.89196], [2.16159, 0.73550, -7.74448], [2.41074, -0.74875, -7.71607], [1.04919, -1.38500, -7.95902], [1.54629, -2.93949, -12.48293], [-0.00967, -2.55005, -12.71261], [0.40883, -3.51155, -11.23132], [1.14577, -0.57635, -11.81667], [1.78267, -1.37836, -10.42120], [-0.92338, -1.76228, -9.76449], [-0.97875, -0.24930, -10.71015], [-1.69963, -0.69840, -7.82907], [-1.66258, 0.75544, -8.64127], [-0.72422, 0.53939, -6.99329], [0.52475, 1.85426, -8.99781], [1.65715, 0.71115, -9.80181], [1.81047, 1.08316, -6.77291], [3.10401, 1.26015, -7.90160], [2.78787, -1.10120, -6.75605], [3.15111, -1.05894, -8.45346], [0.58149, -1.56314, -6.99071], [0.91463, -2.33340, -8.47914], [-2.55282, 0.96614, -1.37034], [-1.65188, -0.17160, -0.73973], [-2.61951, -0.99429, 0.17850], [-1.87246, -2.15764, 0.90782], [-1.53577, -3.23208, -0.13048], [-0.65000, -1.70704, 1.75714], [-0.72909, -2.44801, 3.06577], [-1.94725, -3.30486, 3.03279], [-2.84173, -2.78792, 1.99179], [-3.11885, 1.40270, -0.54747], [-3.33420, 0.54948, -2.00590], [-2.14593, 1.70957, -2.05579], [-0.81794, 0.21077, -0.15113], [-1.08452, -0.75959, -1.46116], [-3.40445, -1.52144, -0.36378], [-3.15251, -0.44859, 0.95710], [-1.08194, -4.11821, 0.31328], [-0.91455, -2.83987, -0.93568], [-2.46907, -3.54544, -0.59829], [0.24523, -1.91642, 1.17164], [-0.81593, -0.64208, 1.91977], [0.18663, -3.03704, 3.01501], [-0.61525, -1.81873, 3.94846], [-1.61901, -4.30736, 2.75828], [-2.49436, -3.26299, 3.97460], [-3.46603, -3.56265, 1.54665], [-3.56982, -2.05148, 2.33185], [10.27665, 4.82712, 8.19948], [9.76461, 3.38013, 8.00788], [8.33368, 3.32629, 7.37455], [7.78503, 1.85596, 7.20712], [8.75411, 1.07179, 6.28165], [6.35521, 1.86294, 6.61793], [5.78755, 0.48460, 7.00886], [6.43174, 0.19379, 8.43944], [7.60991, 1.16961, 8.59765], [9.65409, 5.30473, 8.95606], [10.19866, 5.50168, 7.34685], [11.30458, 4.77587, 8.55843], [9.78381, 2.78046, 8.91790], [10.48558, 2.88997, 7.35364], [8.14695, 3.63239, 6.34522], [7.60569, 3.71139, 8.08860], [8.27879, 0.20826, 5.81634], [9.64924, 0.86020, 6.86652], [8.93656, 1.78516, 5.47796], [6.46837, 2.06838, 5.55346], [5.86762, 2.69458, 7.12660], [6.05302, -0.23278, 6.23233], [4.70158, 0.55202, 7.07395], [6.68269, -0.86245, 8.34200], [5.72876, 0.36750, 9.25415], [8.53396, 0.62970, 8.80437], [7.40786, 1.91578, 9.36608], [-11.74646, 3.57296, 0.71819], [-10.86806, 3.87528, 1.94887], [-9.46989, 4.16329, 1.41957], [-8.47135, 4.74317, 2.46642], [-8.18983, 3.84121, 3.66294], [-8.98638, 6.10847, 2.94933], [-7.81568, 6.82590, 3.58754], [-6.61638, 6.24493, 2.84469], [-7.18628, 5.22127, 1.78400], [-12.61963, 2.99687, 1.02444], [-11.23645, 3.01575, -0.06763], [-12.03666, 4.57463, 0.40110], [-10.82180, 3.09294, 2.70644], [-11.30697, 4.72973, 2.46403], [-9.48537, 4.92309, 0.63819], [-8.90427, 3.33062, 1.00144], [-9.17464, 3.46801, 3.94393], [-7.93130, 4.46652, 4.51749], [-7.49965, 3.10381, 3.25307], [-9.84649, 5.89058, 3.58244], [-9.32193, 6.70396, 2.10028], [-7.66802, 6.66947, 4.65611], [-7.85685, 7.91189, 3.50372], [-5.83437, 5.86683, 3.50315], [-6.12594, 7.03248, 2.27255], [-6.59092, 4.31675, 1.65961], [-7.50282, 5.61598, 0.81854], [5.64777, -0.82288, -0.28631], [6.58372, -0.13430, 0.28256], [6.20585, -1.79340, -1.06259], [4.85374, -1.25149, 0.65163], [4.63677, 0.43047, -1.36232], [4.24323, 1.47990, -0.39434], [5.37603, 0.93636, -2.53238], [3.51886, -0.32328, -1.84246], [-3.75498, -4.35246, -5.34546], [-2.85580, -3.19501, -4.72366], [-4.72025, -4.58340, -4.11993], [-4.80275, -3.28444, -6.03633], [-4.58594, -5.49368, -6.16759], [-2.81369, -4.36930, -6.70546], [-2.75719, -5.47564, -4.71176], [-2.48423, 1.83715, 6.11405], [-2.86871, 1.92111, 4.53270], [-0.87985, 1.70372, 5.75715], [-2.24402, 3.46758, 6.03373], [-2.27222, 1.88662, 7.73720], [-4.04863, 2.15554, 6.55458], [-2.83718, 0.23575, 6.23541], [-8.88936, -2.71976, 1.35287], [-9.89848, -3.36576, 2.46635], [-9.91629, -1.47907, 1.19698], [-8.15703, -1.88521, 2.53429], [-7.65234, -2.11323, 0.37466], [-7.84292, -3.98476, 1.59838], [-9.71083, -3.51569, 0.08713], [-1.95645, -9.24704, 0.83006], [-1.06937, -10.51232, 1.38864], [-3.02290, -10.29197, 0.17714], [-2.78361, -9.19543, 2.22938], [-2.94278, -8.00132, 0.38500], [-0.93690, -8.12022, 1.46795], [-1.07017, -9.22855, -0.54349]],
  "atomic_forces_ev_per_a": [[1.00, 0.55, 0.08], [-0.99, -1.79, 0.95], [0.63, 0.68, -1.72], [-0.15, 0.65, 1.56], [0.93, -0.40, 0.44], [-1.05, 0.57, -0.19], [0.06, -0.84, -0.37], [-0.33, 0.47, 0.10], [0.18, -0.10, -0.32], [-0.11, 0.33, 0.11], [-0.44, 0.29, 0.27], [0.23, -0.37, -0.31], [-0.01, 0.03, -0.67], [-0.23, 1.10, -1.67], [-2.46, 1.93, 0.17], [1.79, -2.80, 0.51], [-0.46, 0.19, -1.14], [1.00, 0.25, 0.10], [-0.07, -0.94, 0.52], [-0.02, 0.13, 0.28], [0.57, -0.34, 0.46], [-0.06, 0.03, 0.83], [-0.26, -0.43, 0.02], [0.18, 0.39, -0.27], [-0.05, 0.22, 0.18], [0.09, -0.27, -0.14], [-0.56, 0.30, 0.26], [0.11, -0.94, 0.27], [1.66, 0.32, -2.06], [-1.77, 1.75, 2.08], [-2.36, -0.67, -0.04], [-0.96, 0.11, -0.64], [-0.27, -0.78, 0.32], [-0.79, -0.19, 0.04], [3.04, -1.37, -0.83], [-0.13, 0.04, 0.25], [0.03, -0.36, 0.04], [0.10, -0.40, 0.19], [0.25, 0.11, -0.17], [0.04, 0.54, -0.50], [-0.73, -0.15, 0.36], [-0.04, 0.51, 0.22], [0.71, -0.09, -0.30], [0.85, 0.02, 0.05], [0.12, 0.38, 0.13], [0.51, -0.30, -0.19], [0.14, -0.66, 0.10], [-0.19, -0.13, -0.41], [0.34, 0.49, 0.41], [0.50, 0.27, 0.01], [-0.44, 0.82, 0.33], [0.01, -0.01, -0.44], [-0.52, 0.29, 0.60], [0.32, 1.17, 0.29], [-0.83, -1.50, -0.43], [2.16, 0.17, 0.51], [-1.60, -0.07, -0.36], [0.33, -1.68, -0.83], [1.54, -1.82, 0.13], [-0.56, 0.95, -0.12], [0.01, -1.12, -0.30], [-1.18, 0.79, -0.05], [0.59, 0.05, 0.66], [-0.77, 0.15, 0.56], [-0.10, 0.07, -0.17], [-0.36, 0.41, 0.28], [0.03, -0.36, -0.03], [0.13, -0.14, -0.34], [-0.04, 0.35, 0.64], [0.33, -0.35, 0.41], [0.50, 0.81, 0.39], [-0.28, 0.40, -0.33], [0.09, -0.21, 0.32], [-0.08, 0.54, -0.21], [-0.30, 0.00, -0.01], [-0.22, 0.21, -0.35], [0.02, 0.18, 0.02], [-0.07, 0.12, -0.20], [-0.43, 0.37, -0.09], [0.57, 0.21, -0.26], [-0.20, -1.11, 0.14], [-1.04, 0.69, 0.19], [1.42, -1.34, -0.11], [-0.91, -0.30, 0.16], [-0.47, 0.26, 0.13], [-1.55, 0.84, -1.05], [2.08, 0.05, 0.01], [-0.03, -0.95, 0.88], [-0.61, 0.50, -1.76], [0.24, 0.53, -0.05], [-0.02, -0.61, 0.09], [0.77, 0.07, 0.59], [-0.32, 0.54, 0.35], [-0.76, -0.30, -0.35], [0.08, 0.17, -0.36], [0.51, 0.44, -0.02], [0.04, 0.26, 0.27], [0.16, 0.16, 0.38], [-0.05, 0.01, 0.15], [-0.11, 0.27, 0.05], [0.32, 0.05, -0.24], [-0.14, -0.49, 0.71], [-0.33, 0.26, -0.24], [-0.45, -0.24, 0.43], [0.22, -0.54, 0.06], [0.25, -0.01, -0.37], [0.45, 0.48, -0.02], [-0.78, -0.36, 0.85], [-0.32, 0.30, -1.76], [-0.28, -2.24, 0.61], [0.47, -0.47, 0.79], [-1.05, 1.27, 0.56], [1.20, -0.32, 0.70], [0.19, 1.41, 0.66], [-0.59, 0.07, -1.66], [0.15, -0.79, -1.32], [0.20, 0.09, 0.28], [0.17, -0.51, -0.36], [-0.10, 0.22, -0.07], [-0.17, 0.40, 0.25], [-0.12, -0.12, -0.24], [0.64, 1.02, 0.28], [0.04, 0.60, -0.31], [0.01, -0.11, 0.57], [-0.14, -0.18, -0.37], [0.43, -0.16, -0.01], [-0.24, -0.06, 0.02], [-0.22, -0.09, -0.11], [-0.01, -0.21, 0.36], [0.07, -0.15, -0.09], [0.40, 0.14, 0.82], [-0.08, -0.29, -0.23], [0.00, 0.31, 0.17], [0.13, 0.11, -0.29], [-0.05, 0.16, 0.91], [0.62, -0.51, -0.17], [1.21, 0.58, 0.94], [-0.52, 2.20, -0.49], [-1.28, 0.77, -1.16], [-0.77, -0.57, 0.61], [0.51, -0.19, 0.56], [0.60, 0.22, -1.84], [-0.19, -0.96, 2.02], [-0.04, 0.18, -0.16], [0.04, 0.11, 0.07], [-0.32, -0.32, -0.67], [-0.14, -0.36, -0.34], [0.20, 0.19, -0.09], [-0.18, 0.12, 0.02], [-0.56, -0.48, 0.08], [0.28, -0.64, -0.15], [0.89, -0.30, -0.30], [-0.02, -0.18, 0.94], [0.12, 0.33, 0.12], [-0.08, -0.43, -0.25], [-0.43, -0.31, 0.01], [-0.31, -0.11, -0.34], [-0.30, -0.49, -0.10], [0.10, 0.05, -0.03], [0.29, 0.27, -0.24], [0.30, 0.28, 0.19], [-1.07, 1.85, -3.28], [2.13, 0.63, 1.00], [-0.69, 0.29, 1.15], [-0.59, -1.50, 0.63], [-0.57, 1.65, -1.80], [0.92, -0.57, 0.06], [0.77, -0.40, 1.94], [-1.06, -1.43, 0.51], [-1.11, -3.00, -2.83], [-0.12, 0.78, 0.52], [-0.06, 1.10, 0.90], [1.01, 0.54, 0.68], [-0.17, -0.56, 0.49], [0.67, 1.24, 0.13], [0.19, 0.30, -0.01], [-2.02, 1.49, 1.98], [0.20, -0.91, 0.21], [-1.04, -1.06, 0.38], [0.14, -0.03, 0.16], [1.71, -0.33, -0.69], [-0.08, -0.10, -1.41], [1.27, 1.12, -0.97], [0.73, -1.80, 0.13], [0.30, 0.03, -0.77], [0.45, 0.20, -0.89], [0.14, 0.15, 0.53], [-1.98, 0.03, -0.34], [-1.18, 0.54, -0.33], [1.72, 1.25, 1.70], [-1.70, 0.31, 0.72], [-0.02, 0.92, -0.24], [0.74, 0.43, 0.19], [0.38, -0.75, 0.11], [0.97, -0.37, -0.91], [0.51, -0.50, -0.22], [-0.41, 0.20, 0.34]],
  "mulliken_charge": [-1.095, 0.597, -0.361, -0.251, 0.396, 0.384, -0.733, 0.326, 0.352, 0.371, 0.346, 0.338, 0.330, -1.032, 0.553, -0.475, -0.061, 0.364, 0.341, -0.755, 0.390, 0.303, 0.354, 0.343, 0.358, 0.317, -1.447, -0.261, -0.674, 0.131, -1.039, -0.780, -0.567, -0.679, -0.600, 0.372, 0.382, 0.353, 0.393, 0.291, 0.387, 0.540, 0.347, 0.450, 0.355, 0.359, 0.489, 0.312, 0.396, 0.378, 0.346, 0.292, 0.473, -1.364, -0.265, -0.725, 0.043, -1.157, -0.534, -0.583, -0.449, -0.629, 0.386, 0.369, 0.351, 0.382, 0.182, 0.549, 0.390, 0.483, 0.397, 0.420, 0.328, 0.326, 0.284, 0.391, 0.401, 0.288, 0.419, 0.314, -1.313, -0.097, -1.064, 0.216, -1.151, -0.639, -0.660, -0.514, -0.782, 0.327, 0.357, 0.362, 0.337, 0.348, 0.486, 0.514, 0.494, 0.310, 0.436, 0.383, 0.351, 0.266, 0.410, 0.344, 0.363, 0.444, 0.464, -1.340, -0.322, -0.665, -0.039, -0.867, -0.576, -0.767, -0.534, -0.599, 0.358, 0.346, 0.373, 0.384, 0.334, 0.472, 0.350, 0.355, 0.323, 0.384, 0.434, 0.430, 0.361, 0.420, 0.276, 0.363, 0.329, 0.418, -1.373, -0.265, -0.696, 0.029, -0.787, -0.568, -0.705, -0.482, -0.692, 0.371, 0.354, 0.393, 0.418, 0.251, 0.212, 0.532, 0.314, 0.351, 0.362, 0.437, 0.336, 0.336, 0.371, 0.350, 0.293, 0.468, 0.387, 0.580, -0.225, -0.222, -0.193, 1.041, -0.672, -0.676, -0.632, 1.155, -0.333, -0.308, -0.372, -0.382, -0.397, -0.358, 1.190, -0.359, -0.362, -0.387, -0.364, -0.376, -0.340, 1.167, -0.354, -0.352, -0.350, -0.378, -0.358, -0.375, 1.188, -0.370, -0.364, -0.366, -0.354, -0.374, -0.356]
}